# 1
{
  "formula": "C59H70Br2O2",
  "method": "the ωB97M-V functional and the def2-TZVPD basis",
  "species": ["C", "C", "C", "C", "C", "O", "C", "C", "O", "C", "C", "Br", "C", "C", "Br", "H", "H", "H", "H", "H", "H", "H", "H", "H", "H", "H", "H", "H", "H", "H", "H", "H", "H", "H", "H", "H", "H", "C", "C", "C", "C", "C", "C", "H", "H", "H", "H", "H", "H", "C", "C", "C", "C", "C", "C", "H", "H", "H", "H", "H", "H", "C", "C", "C", "C", "C", "C", "H", "H", "H", "H", "H", "H", "C", "C", "C", "C", "C", "C", "H", "H", "H", "H", "H", "H", "C", "C", "C", "C", "C", "C", "H", "H", "H", "H", "H", "H", "C", "C", "C", "C", "C", "C", "H", "H", "H", "H", "H", "H", "C", "C", "C", "C", "C", "C", "H", "H", "H", "H", "H", "H", "C", "C", "C", "C", "C", "C", "H", "H", "H", "H", "H", "H"],
  "coordinates": [[6.74418, 1.02739, -1.25673], [6.39369, 1.62786, -2.74120], [4.89744, 1.20751, -3.31137], [4.98054, 1.32640, -4.94912], [3.80914, 2.27934, -2.62903], [4.08263, 3.64365, -3.14349], [4.35411, 4.46439, -1.95219], [2.29027, 1.87467, -3.08662], [1.75492, 2.99606, -3.86785], [0.75137, 3.78457, -3.15399], [1.32242, 1.27101, -1.92457], [1.44161, 2.11600, -0.12449], [1.74052, -0.33433, -1.70836], [0.41721, -1.31193, -1.54806], [2.96746, -0.37997, -0.09598], [7.70052, 1.60866, -0.84100], [5.80026, 1.14984, -0.57361], [7.09038, -0.09951, -1.39655], [7.17946, 1.14676, -3.49418], [6.53589, 2.80449, -2.82356], [4.67384, 0.09789, -2.93764], [3.97384, 0.89816, -5.42596], [5.84197, 0.64764, -5.38019], [5.05853, 2.45499, -5.25211], [4.02494, 2.24319, -1.48279], [5.31576, 4.08990, -1.38924], [4.54033, 5.57507, -2.31389], [3.45057, 4.48048, -1.18162], [2.42913, 0.98874, -3.87817], [-0.30595, 3.24262, -3.03691], [1.12847, 4.24772, -2.12380], [0.51855, 4.73486, -3.83890], [0.16499, 1.23167, -2.20946], [2.36684, -0.76898, -2.59525], [-0.22966, -1.17696, -2.53098], [0.83752, -2.42691, -1.57070], [-0.17851, -1.09207, -0.55812], [5.48653, -3.12486, 2.53022], [5.01580, -1.82334, 2.70121], [5.01870, -1.24069, 3.96822], [5.50205, -1.95686, 5.06367], [5.97627, -3.25705, 4.89196], [5.96471, -3.84303, 3.62648], [5.48093, -3.57984, 1.54320], [4.64558, -1.26289, 1.84639], [4.64562, -0.22898, 4.10226], [5.50894, -1.50120, 6.05030], [6.35442, -3.81443, 5.74547], [6.32910, -4.85796, 3.49404], [-3.07012, -6.30853, -2.29914], [-3.29120, -4.97693, -2.64945], [-2.83148, -3.95203, -1.82299], [-2.14131, -4.25904, -0.64999], [-1.91697, -5.59066, -0.30164], [-2.38485, -6.61568, -1.12344], [-3.43154, -7.10706, -2.94178], [-3.82299, -4.73770, -3.56698], [-3.00977, -2.91466, -2.09282], [-1.77869, -3.46040, -0.00828], [-1.37768, -5.82970, 0.61169], [-2.21472, -7.65303, -0.84893], [-3.13641, 2.30961, -4.92947], [-4.33194, 1.59511, -4.85888], [-4.31960, 0.20328, -4.94525], [-3.10947, -0.47527, -5.09245], [-1.91360, 0.23908, -5.15926], [-1.92684, 1.63150, -5.08223], [-3.14674, 3.39453, -4.86555], [-5.27420, 2.12353, -4.73727], [-5.25192, -0.35275, -4.89696], [-3.09921, -1.56022, -5.15486], [-0.97048, -0.28997, -5.27234], [-0.99551, 2.18800, -5.13986], [-5.74054, -9.26708, -1.68050], [-6.40959, -8.28338, -2.40816], [-7.64080, -8.56752, -2.99823], [-8.20813, -9.83374, -2.85213], [-7.54078, -10.81627, -2.12128], [-6.30515, -10.53492, -1.53902], [-4.77940, -9.04630, -1.22365], [-5.97067, -7.29466, -2.51616], [-8.15870, -7.80287, -3.57078], [-9.16992, -10.05386, -3.30778], [-7.98381, -11.80248, -2.00615], [-5.78295, -11.30229, -0.97437], [0.00743, 5.53882, 0.19816], [-1.33831, 5.86606, 0.36152], [-1.71574, 7.19537, 0.54936], [-0.74727, 8.19955, 0.56396], [0.59813, 7.87265, 0.39682], [0.97642, 6.54225, 0.21828], [0.30151, 4.50233, 0.05520], [-2.09355, 5.08429, 0.34326], [-2.76374, 7.44927, 0.68334], [-1.04168, 9.23609, 0.70543], [1.35257, 8.65551, 0.40659], [2.02517, 6.28735, 0.09362], [-3.13922, 9.33098, 3.41665], [-1.92438, 8.90122, 3.94978], [-1.25244, 9.69147, 4.88187], [-1.80087, 10.90815, 5.28859], [-3.01761, 11.33611, 4.75822], [-3.68496, 10.55016, 3.81915], [-3.66093, 8.71642, 2.68769], [-1.50049, 7.94992, 3.63794], [-0.30257, 9.35948, 5.29206], [-1.27978, 11.52184, 6.01863], [-3.44566, 12.28353, 5.07651], [-4.63012, 10.88647, 3.40206], [-1.83625, -12.11075, 2.59624], [-2.50530, -11.12705, 1.86859], [-3.73652, -11.41119, 1.27851], [-4.30385, -12.67740, 1.42462], [-3.63649, -13.65994, 2.15547], [-2.40087, -13.37859, 2.73772], [-0.87512, -11.88997, 3.05310], [-2.06639, -10.13833, 1.76058], [-4.25441, -10.64654, 0.70596], [-5.26564, -12.89753, 0.96896], [-4.07953, -14.64615, 2.27060], [-1.87867, -14.14596, 3.30237], [2.16590, 5.69932, 5.08060], [1.94482, 7.03092, 4.73029], [2.40454, 8.05582, 5.55676], [3.09471, 7.74881, 6.72976], [3.31905, 6.41719, 7.07811], [2.85117, 5.39217, 6.25631], [1.80448, 4.90079, 4.43797], [1.41303, 7.27015, 3.81277], [2.22625, 9.09319, 5.28693], [3.45733, 8.54745, 7.37147], [3.85834, 6.17815, 7.99144], [3.02131, 4.35482, 6.53082]],
  "forces_ev_per_angstrom": [[0.6, 0.4, -0.9], [0.4, -0.5, -0.7], [1.1, 0.9, 0.3], [-1.3, -0.6, 0.2], [0.8, -1.0, -0.9], [0.3, -1.0, 3.1], [0.2, 1.3, 0.2], [0.3, -0.3, -0.6], [-1.5, -0.9, 2.1], [-0.9, 1.9, -0.3], [-0.3, -2.0, -1.0], [-1.0, 0.9, -1.2], [-0.9, 0.0, -0.5], [1.2, -0.2, -0.3], [-0.1, -1.7, -1.3], [-2.3, -1.2, -0.7], [2.0, -0.4, -1.0], [-1.1, 2.3, 0.5], [-1.6, 1.1, 1.6], [-0.4, -2.5, 0.3], [0.3, 2.3, -0.9], [2.1, 1.0, 0.9], [-1.6, 1.6, 1.0], [0.1, -2.3, 0.6], [-0.8, 0.0, -2.0], [-1.8, 0.7, -1.0], [-0.4, -2.4, 0.6], [1.7, -0.2, -1.7], [-0.5, 1.9, 1.7], [2.4, 0.9, 0.0], [-0.7, -1.3, -2.1], [0.7, -2.2, 1.3], [2.7, 0.4, 0.5], [-1.1, 1.1, 1.7], [1.2, -0.1, 2.2], [-1.1, 2.4, 0.3], [1.2, -0.4, -2.1], [0.0, 0.1, 0.2], [0.1, -0.1, 0.2], [0.1, -0.2, 0.0], [0.0, -0.1, -0.2], [-0.1, 0.1, -0.1], [-0.1, 0.2, 0.0], [0.0, 0.1, 0.1], [0.1, -0.1, 0.2], [0.1, -0.1, 0.0], [0.0, -0.1, -0.1], [-0.1, 0.1, -0.1], [0.0, 0.1, 0.0], [0.1, 0.1, 0.1], [0.1, 0.0, 0.1], [0.1, -0.2, 0.1], [-0.1, -0.1, -0.1], [-0.1, 0.0, -0.1], [0.0, 0.2, -0.1], [0.1, 0.1, 0.1], [0.1, 0.0, 0.1], [0.0, -0.1, 0.0], [-0.1, -0.1, -0.1], [-0.1, 0.0, -0.1], [0.0, 0.1, 0.0], [0.0, -0.2, 0.0], [0.1, -0.1, 0.0], [0.2, 0.1, 0.0], [0.0, 0.2, 0.0], [-0.1, 0.1, 0.1], [-0.1, -0.1, 0.0], [0.0, -0.2, 0.0], [0.1, -0.1, 0.0], [0.1, 0.1, 0.0], [0.0, 0.1, 0.0], [-0.1, 0.1, 0.0], [-0.1, -0.1, 0.0], [-0.2, -0.1, -0.1], [-0.1, -0.1, 0.0], [0.1, -0.2, 0.1], [0.2, 0.1, 0.1], [0.1, 0.1, 0.0], [-0.1, 0.2, -0.1], [-0.1, 0.0, -0.1], [-0.1, -0.1, 0.0], [0.1, -0.1, 0.1], [0.1, 0.0, 0.1], [0.1, 0.2, 0.0], [-0.1, 0.1, -0.1], [0.0, 0.2, 0.0], [0.1, 0.1, 0.0], [0.2, 0.0, 0.0], [0.0, -0.1, 0.0], [-0.1, -0.1, 0.0], [-0.2, 0.0, 0.0], [-0.1, 0.2, 0.0], [0.1, 0.1, 0.0], [0.1, 0.0, 0.0], [0.0, -0.1, 0.0], [-0.1, -0.1, 0.0], [-0.1, 0.0, 0.0], [0.1, 0.1, 0.1], [0.0, 0.1, 0.0], [-0.2, 0.1, -0.1], [-0.1, -0.1, -0.1], [0.1, -0.1, 0.0], [0.2, -0.1, 0.1], [0.1, 0.1, 0.1], [-0.1, 0.1, 0.0], [-0.1, 0.0, 0.0], [-0.1, -0.1, -0.1], [0.1, -0.1, -0.1], [0.1, 0.0, 0.1], [-0.2, -0.1, -0.1], [-0.1, -0.2, 0.0], [0.1, -0.2, 0.1], [0.2, 0.1, 0.1], [0.1, 0.1, 0.0], [-0.1, 0.2, -0.1], [-0.1, 0.0, -0.1], [-0.1, -0.1, 0.0], [0.1, -0.1, 0.1], [0.1, 0.0, 0.1], [0.1, 0.2, 0.0], [-0.1, 0.1, -0.1], [0.1, 0.1, 0.1], [0.0, 0.0, 0.1], [0.1, -0.2, 0.1], [-0.1, -0.1, -0.1], [-0.1, 0.0, -0.1], [0.0, 0.2, -0.1], [0.0, 0.1, 0.1], [0.1, 0.0, 0.1], [0.0, -0.1, 0.0], [-0.1, -0.1, -0.1], [-0.1, 0.0, -0.1], [0.0, 0.1, 0.0]],
  "mulliken_charge": [-0.769, -0.538, 0.266, -1.067, 0.248, -0.399, -0.327, -0.308, -0.380, -0.320, -0.448, -0.008, 0.119, -1.023, -0.201, 0.309, 0.110, 0.276, 0.300, 0.203, 0.050, 0.282, 0.376, 0.217, 0.420, 0.262, 0.282, -0.015, 0.187, 0.124, -0.121, 0.306, 0.362, 0.351, 0.204, 0.370, 0.267, -0.521, 0.104, -0.511, -0.318, -0.412, -0.310, 0.363, 0.136, 0.362, 0.349, 0.349, 0.351, -0.511, -0.386, -0.361, -0.358, -0.511, -0.428, 0.576, 0.371, 0.433, 0.375, 0.366, 0.435, -0.439, -0.358, -0.479, -0.451, -0.392, -0.403, 0.384, 0.363, 0.362, 0.448, 0.452, 0.533, -0.283, -0.261, -0.494, -0.318, -0.519, -0.116, 0.314, 0.415, 0.358, 0.354, 0.353, 0.201, 0.389, -0.792, -0.324, -0.377, -0.468, -0.508, 0.206, 0.395, 0.353, 0.421, 0.393, 0.372, -0.290, -0.406, -0.110, -0.564, -0.285, -0.528, 0.298, 0.461, 0.316, 0.369, 0.357, 0.367, -0.351, -0.511, 0.039, -0.318, -0.405, -0.410, 0.355, 0.369, 0.170, 0.367, 0.348, 0.349, -0.519, -0.182, -0.448, -0.400, -0.418, -0.382, 0.404, 0.471, 0.431, 0.355, 0.348, 0.363],
  "homo_energy_ev": -9.240,
  "e_tot_ev": -206491.975,
  "e_lumo_ev": 0.19,
  "fmax_ev_per_a": 3.33,
  "multiplicity": 1
}


# 2
{
  "formula": "C26H47BN2O2P2Pd",
  "method": "the ωB97M-V functional and the def2-TZVPD basis",
  "species": ["Pd", "C", "C", "C", "C", "P", "C", "N", "B", "N", "C", "P", "C", "C", "C", "C", "C", "C", "C", "C", "C", "C", "C", "C", "C", "C", "C", "C", "C", "C", "H", "H", "H", "H", "H", "H", "H", "H", "H", "H", "H", "H", "H", "H", "H", "H", "H", "H", "H", "H", "H", "H", "H", "H", "H", "H", "H", "H", "H", "H", "H", "H", "H", "H", "H", "H", "H", "H", "H", "H", "H", "H", "H", "H", "C", "C", "O", "O", "H", "H", "H"],
  "coordinates": [[-0.65204, -0.83961, -0.17803], [-3.92312, 2.35010, -2.13327], [-2.79095, 2.91558, -1.27622], [-3.25941, 4.16404, -0.53474], [-1.63905, 3.28115, -2.21639], [-2.03055, 1.48552, -0.23047], [-1.00183, 2.52831, 0.96390], [0.16041, 1.77116, 1.33580], [0.43324, 0.43584, 0.95122], [1.78728, 0.17763, 1.29045], [2.53257, -0.98199, 0.88803], [1.73844, -1.70352, -0.66237], [2.48115, -0.61857, -2.05347], [3.92268, -0.94522, -2.43311], [1.52769, -0.81750, -3.23548], [2.40327, 0.85201, -1.63689], [2.50785, -3.45220, -0.62840], [1.67621, -4.17635, 0.43579], [3.98568, -3.55248, -0.26190], [2.22137, -4.10345, -1.97882], [2.30222, 1.29844, 1.90216], [3.55376, 1.55630, 2.43295], [3.78652, 2.81185, 2.97376], [2.79782, 3.78408, 2.99542], [1.53699, 3.53621, 2.47639], [1.29146, 2.29214, 1.92669], [-3.37382, 0.75445, 0.90187], [-4.45851, 1.71471, 1.37980], [-3.98106, -0.37756, 0.07225], [-2.70108, 0.12761, 2.12874], [-4.12015, 3.02067, -2.96849], [-4.84525, 2.24571, -1.56806], [-3.64001, 1.37785, -2.53693], [-3.57096, 4.90861, -1.26734], [-2.46633, 4.60023, 0.06754], [-4.10777, 3.95911, 0.10801], [-1.96913, 4.01087, -2.95170], [-1.29377, 2.39446, -2.74535], [-0.79680, 3.70440, -1.67508], [-1.61522, 2.80461, 1.83282], [-0.66976, 3.45397, 0.47768], [2.50514, -1.74928, 1.67464], [3.57518, -0.71230, 0.67868], [4.00905, -1.92688, -2.88822], [4.57536, -0.89774, -1.56455], [4.28266, -0.21659, -3.15875], [1.60841, -1.81920, -3.64942], [1.73812, -0.10059, -4.02783], [0.49517, -0.66449, -2.89220], [3.06577, 1.08161, -0.80642], [1.38143, 1.11271, -1.35389], [2.69849, 1.47883, -2.47858], [2.03686, -3.95906, 1.43859], [1.72604, -5.25384, 0.28753], [0.63163, -3.86915, 0.37746], [4.20540, -3.00928, 0.65393], [4.63440, -3.18578, -1.05077], [4.23003, -4.60059, -0.08745], [1.16620, -3.98006, -2.22068], [2.44073, -5.16933, -1.94000], [2.82075, -3.67122, -2.77540], [4.32902, 0.80242, 2.44028], [4.75611, 3.03155, 3.39475], [3.01126, 4.74846, 3.42886], [0.76851, 4.29230, 2.50874], [-5.06903, 2.07139, 0.55576], [-4.02996, 2.56019, 1.91405], [-5.11617, 1.18531, 2.06824], [-4.50978, -0.01488, -0.80603], [-4.68104, -0.95303, 0.67383], [-3.18585, -1.06290, -0.26524], [-2.22446, 0.87048, 2.76512], [-1.94090, -0.60657, 1.81907], [-3.45615, -0.38868, 2.71948], [-2.38412, -4.47526, 1.94476], [-2.25005, -3.45293, 0.79276], [-3.13150, -3.35662, -0.04558], [-1.18111, -2.77521, 0.85831], [-2.92201, -5.34890, 1.59248], [-2.95369, -4.01602, 2.74932], [-1.39597, -4.74804, 2.30563]],
  "forces_ev_per_angstrom": [[0.9, 0.9, 0.0], [0.1, -0.1, 0.1], [0.4, -0.7, -0.4], [0.1, -0.3, 0.2], [0.0, -0.1, 0.1], [-0.2, 0.1, 1.5], [-0.2, 0.0, -0.2], [-0.8, -0.1, 0.0], [-0.2, -0.8, -1.4], [-0.1, -0.6, 0.0], [0.1, -0.4, -0.2], [0.5, 1.0, 0.7], [-0.2, -0.3, 0.1], [-0.2, 0.0, 0.1], [-0.1, 0.0, 0.2], [-0.1, -0.2, 0.1], [-0.5, 0.2, -0.1], [-0.2, 0.2, 0.0], [-0.1, 0.3, -0.2], [0.0, 0.2, 0.0], [0.0, 0.6, 0.3], [-0.1, -0.2, -0.1], [0.1, 0.2, 0.1], [0.2, 0.0, 0.1], [-0.2, -0.1, -0.1], [0.7, 0.0, 0.3], [0.0, 0.1, -0.2], [0.2, -0.1, -0.1], [0.3, -0.1, -0.1], [0.4, 0.1, -0.4], [0.0, 0.1, -0.1], [-0.1, -0.1, 0.0], [-0.1, 0.0, -0.1], [0.0, 0.0, -0.1], [0.1, 0.1, 0.1], [-0.1, 0.0, 0.1], [-0.1, 0.2, -0.1], [0.1, 0.0, -0.1], [0.2, 0.1, 0.0], [0.1, 0.0, -0.1], [-0.2, -0.1, 0.0], [0.2, 0.1, -0.2], [-0.1, -0.1, 0.1], [0.1, -0.1, 0.0], [0.1, 0.0, 0.1], [0.0, 0.1, -0.1], [-0.1, -0.1, -0.1], [0.1, 0.1, -0.1], [0.1, 0.0, -0.2], [0.1, 0.1, 0.1], [0.0, 0.1, 0.0], [0.0, 0.0, -0.1], [0.0, 0.0, 0.1], [0.1, -0.1, 0.0], [-0.1, -0.1, 0.2], [0.1, 0.0, 0.1], [0.1, 0.1, -0.1], [0.0, -0.1, 0.0], [-0.1, -0.1, -0.2], [0.0, -0.1, 0.1], [0.0, 0.0, -0.1], [0.0, -0.1, 0.0], [0.1, 0.0, 0.0], [0.0, 0.1, 0.0], [-0.1, 0.1, 0.0], [-0.1, 0.1, 0.0], [0.0, 0.2, 0.1], [-0.1, -0.1, 0.1], [-0.1, 0.1, -0.1], [-0.1, -0.1, 0.1], [-0.6, 0.0, 0.1], [0.0, 0.1, 0.1], [-0.2, 0.0, 0.3], [-0.1, -0.1, 0.0], [0.0, 0.2, -0.6], [-0.1, -0.9, 1.0], [-0.5, 0.1, -0.6], [0.7, 0.8, -0.1], [-0.1, -0.1, 0.0], [0.0, 0.0, 0.1], [0.0, 0.0, 0.1]],
  "mulliken_charge": [-0.854, -1.924, 1.825, -1.700, -1.793, 0.564, -1.501, 0.466, 0.206, 0.427, -1.305, 0.472, 2.218, -1.806, -1.757, -1.907, 2.151, -1.880, -1.843, -1.925, 0.431, -0.752, -0.756, -0.747, -0.657, 0.539, 2.010, -2.009, -1.509, -1.597, 0.524, 0.304, 0.415, 0.527, 0.275, 0.284, 0.535, 0.371, 0.313, 0.489, 0.757, 0.489, 0.544, 0.313, 0.336, 0.478, 0.298, 0.495, 0.213, 0.289, 0.198, 0.754, 0.354, 0.560, 0.357, 0.311, 0.313, 0.527, 0.434, 0.510, 0.280, 0.468, 0.405, 0.402, 0.502, 0.316, 0.368, 0.532, 0.247, 0.475, 0.146, 0.313, 0.132, 0.610, -1.136, 0.748, -0.718, -0.633, 0.344, 0.251, 0.290],
  "homo_energy_ev": -7.642,
  "e_tot_ev": -57536.696,
  "e_lumo_ev": -0.34,
  "fmax_ev_per_a": 1.66,
  "multiplicity": 1
}


Q: Which formula does entry 2 have?
A: C26H47BN2O2P2Pd